The following is a quantum chemistry calculation of a structure of composition C47H99Cl4N5O9PPt2, from the OMol25 dataset.

Last column: Mulliken charge in e.
Positions of all 167 atoms, in Å:
Pt: 1.25215 2.78581 -0.58624  1.28
Pt: 0.71938 -1.52561 0.34694  2.67
P: 2.41668 0.63280 0.75229  -0.76
O: 1.86764 -0.25926 1.90719  -0.65
O: 1.39617 0.49490 -0.53456  -0.25
O: 3.70194 -0.02876 0.28461  -0.72
O: 2.52758 2.16250 0.98769  -0.60
C: 5.11108 0.48328 4.08107  0.74
Cl: 5.32011 1.96327 5.05955  -0.18
Cl: 4.44319 -0.89792 5.02242  -0.18
H: 4.43693 0.63571 3.26830  -0.72
H: 6.08050 0.12906 3.68427  0.37
C: 4.51418 0.45805 -2.57119  0.72
Cl: 3.36882 -0.39368 -3.67495  -0.18
Cl: 5.88811 -0.52539 -2.04596  -0.17
H: 4.89121 1.41470 -2.98263  0.46
H: 3.97806 0.61483 -1.61215  -0.96
C: 3.69001 -3.73735 -2.38641  -0.95
C: 2.49820 -4.22452 -1.50171  1.92
C: 2.50228 -5.74000 -1.29285  -1.31
C: 3.63113 -6.23762 -0.35307  -0.89
C: 3.62310 -5.54643 0.99137  -0.94
C: 3.77960 -3.96335 0.83062  0.87
N: 2.66231 -3.55495 -0.11137  0.27
O: 2.57647 -2.19297 -0.35222  0.28
C: 3.35826 -3.35579 2.15731  -1.51
C: 5.17173 -3.47900 0.35502  -1.40
C: 1.14649 -3.84321 -2.12466  -2.08
H: 4.09750 -2.83318 -1.98321  -0.20
H: 3.28505 -3.46666 -3.33734  0.57
H: 4.46301 -4.52196 -2.42153  0.20
H: 1.55807 -5.95317 -0.82309  0.37
H: 2.43764 -6.29689 -2.20983  0.46
H: 4.57872 -6.07701 -0.83054  0.34
H: 3.52611 -7.33499 -0.22387  0.46
H: 4.42204 -5.89134 1.64148  0.50
H: 2.63199 -5.75477 1.40242  0.18
H: 3.97556 -3.66784 2.98369  0.67
H: 3.43635 -2.27066 2.15037  0.24
H: 2.32563 -3.64978 2.35939  0.05
H: 5.59035 -4.07986 -0.40809  0.33
H: 5.22639 -2.45077 0.03510  -0.01
H: 5.78498 -3.59646 1.27082  0.56
H: 1.02502 -4.28811 -3.09501  0.73
H: 1.08661 -2.75805 -2.11165  0.15
H: 0.29036 -4.14899 -1.48365  0.11
H: 3.41382 -1.61020 -0.18109  0.14
C: -5.43252 -2.42812 -2.63089  -1.17
C: -4.79230 -3.54870 -3.50461  1.47
C: -5.24940 -3.47142 -4.98387  -1.35
C: -4.63887 -2.28619 -5.70411  -0.61
C: -3.08824 -2.46020 -5.68184  -1.36
C: -2.60013 -2.49330 -4.28665  1.93
N: -3.32971 -3.52996 -3.47062  -0.31
O: -2.95251 -3.58152 -2.13845  -0.15
C: -1.11327 -2.84398 -4.17661  -1.52
C: -2.68636 -1.05750 -3.68808  -1.45
C: -5.29625 -4.92681 -2.95947  -1.85
H: -6.49911 -2.54167 -2.65621  0.56
H: -5.15465 -1.46212 -3.06637  0.28
H: -5.03553 -2.44114 -1.59853  -0.08
H: -5.11841 -4.41330 -5.54860  0.34
H: -6.32041 -3.38139 -4.94361  0.50
H: -4.93814 -1.33892 -5.29954  0.40
H: -5.05495 -2.41466 -6.70252  0.40
H: -2.57870 -1.64073 -6.16532  0.40
H: -2.77538 -3.34900 -6.22218  0.42
H: -0.83629 -2.82123 -3.11575  -0.24
H: -0.92492 -3.84848 -4.57424  0.72
H: -0.52953 -2.08056 -4.68275  0.37
H: -1.91135 -0.46332 -4.18172  0.45
H: -3.63901 -0.62565 -3.99463  0.67
H: -2.50802 -1.06127 -2.62233  -0.63
H: -6.35662 -5.03361 -3.23109  0.42
H: -5.15265 -4.94803 -1.89309  0.32
H: -4.67305 -5.74050 -3.41203  0.41
H: -2.38816 -4.36471 -2.05811  0.18
C: 0.63826 1.75233 -3.77675  -1.41
C: -0.27292 2.98802 -3.31163  1.76
C: -1.48369 2.37597 -2.59450  0.15
C: -2.26446 3.39816 -1.76210  -1.27
C: -1.30074 4.21274 -0.82800  0.49
C: -0.09267 4.93912 -1.48146  0.80
N: 0.50878 3.79177 -2.32050  0.79
O: 1.61975 4.32735 -3.00056  -0.59
C: -0.59239 6.21858 -2.29605  -1.80
C: 0.80759 5.37519 -0.35289  -1.46
C: -0.69181 3.87836 -4.55046  -1.94
H: 0.00099 1.04047 -4.27622  0.38
H: 1.05503 1.20682 -2.92291  -0.37
H: 1.35132 2.11658 -4.54801  0.73
H: -2.26990 1.97545 -3.29297  0.22
H: -1.08424 1.54892 -2.01826  -0.97
H: -3.02206 2.92722 -1.12801  0.53
H: -2.86546 4.02805 -2.42084  0.68
H: -0.88231 3.47674 -0.05054  -0.90
H: -1.94923 4.91835 -0.29493  0.60
H: -0.93062 6.98380 -1.57005  0.37
H: 0.09039 6.67047 -2.97946  0.38
H: -1.42616 5.95393 -2.88732  0.44
H: 0.89484 4.59562 0.44587  0.08
H: 1.80533 5.72340 -0.65843  0.35
H: 0.45473 6.19947 0.24970  0.45
H: -1.68315 4.25666 -4.38129  0.34
H: -0.68667 3.12925 -5.35705  0.53
H: -0.02151 4.71771 -4.78598  0.22
H: 2.10150 3.59280 -3.43889  0.40
C: -3.70277 -0.27462 0.91745  -1.97
C: -2.26594 -0.31500 1.44837  2.09
C: -2.26971 -0.51991 2.98089  -1.43
C: -1.12969 -1.37565 3.51645  -0.11
C: -1.23603 -2.78619 2.97117  -1.35
C: -1.65970 -2.83607 1.52022  1.61
N: -1.41739 -1.44614 0.81933  -0.31
O: -1.63966 -1.57046 -0.55093  1.71
C: -0.94273 -3.88808 0.76870  -0.48
C: -3.14118 -3.19111 1.35248  -2.17
C: -1.64948 1.03069 0.95595  -1.29
H: -4.18467 0.64861 1.29120  0.56
H: -4.34449 -1.08273 1.17802  0.55
H: -3.67865 -0.20118 -0.19567  -0.01
H: -2.32381 0.49070 3.40204  0.50
H: -3.22998 -1.06663 3.27583  0.45
H: -1.17344 -1.40896 4.60310  0.85
H: -0.14389 -0.97047 3.23646  -0.40
H: -1.94863 -3.36360 3.58247  0.36
H: -0.23328 -3.17690 3.17012  0.28
H: -1.46134 -3.89631 -0.17542  -0.95
H: 0.12406 -3.73860 0.55899  0.27
H: -1.07279 -4.86094 1.27911  0.56
H: -3.53325 -3.06776 0.35272  0.30
H: -3.18179 -4.26057 1.60314  0.63
H: -3.77971 -2.60073 1.98252  0.56
H: -1.64221 0.99887 -0.13790  -0.70
H: -0.71029 1.32816 1.38912  -0.52
H: -2.33889 1.85935 1.20385  0.96
H: -2.38528 -2.11519 -0.79266  -0.85
C: 0.68739 6.44894 3.82788  -1.17
C: 1.69856 5.34485 4.14055  1.16
C: 2.34508 5.51070 5.57746  -0.96
C: 1.31253 5.18253 6.66898  -0.71
C: 0.89697 3.72496 6.52020  -1.27
C: 0.20495 3.48921 5.17286  1.89
N: 1.07344 3.99505 4.08290  -0.06
O: 0.53057 3.80744 2.77419  0.70
C: 0.12551 1.96558 5.02354  -2.17
C: -1.18144 4.17935 5.05251  -1.65
C: 2.87298 5.30867 3.17419  -1.28
H: 0.35530 6.34459 2.76911  -0.02
H: 1.25402 7.38758 3.84445  0.49
H: -0.20163 6.53549 4.46585  0.29
H: 3.20072 4.80527 5.62808  0.27
H: 2.79450 6.50719 5.73493  0.46
H: 0.43328 5.81157 6.65836  0.32
H: 1.78770 5.21792 7.63898  0.47
H: 0.19832 3.37602 7.27688  0.47
H: 1.76211 3.05845 6.62301  0.47
H: -0.37523 1.49283 5.89493  0.60
H: -0.44420 1.63429 4.13432  0.11
H: 1.09185 1.50649 4.85268  0.55
H: -1.34311 4.43951 4.00328  0.24
H: -1.95722 3.47973 5.34762  0.51
H: -1.31899 5.04999 5.71782  0.31
H: 2.52102 5.03840 2.18043  0.04
H: 3.51453 4.44522 3.42547  0.33
H: 3.52270 6.21436 3.23892  0.47
H: 0.99182 3.01554 2.49382  -0.07

The expectation value of S² is 6.01. The total charge is +1. The calculation puts the total energy at -5221.38950 hartree. As for the HOMO energy (alpha / beta): -8.82 / -9.70 eV. Its LUMO energy (alpha / beta) is -1.7 / -6.1 eV. The multiplicity is 5. The value obtained for the frontier orbital gap (alpha / beta) is 7.082 / 3.626 eV. The value obtained for the largest force on an atom is 0.0664 hartree/bohr.